DFT (wB97M-V/def2-TZVPD) results for 2 unconnected molecules or ions with the total composition C3H3N3O at a distorted geometry.

Output
* gap between HOMO and LUMO: 8.8 eV
* relative energy (zero: lowest compared OMol25 entry of this formula, charge and spin): 478.4 kJ/mol
* lowest unoccupied orbital energy: 0.6 eV

Atoms and positions in Å:
N1 -0.7840 -1.9392 1.1003
C1 -0.7641 -0.8314 0.5692
N2 0.1715 0.4744 -1.3940
N3 -0.2784 0.2975 -2.4834
O1 2.0102 1.2183 1.7185
C2 1.7433 1.0712 0.6285
C3 -0.6151 0.3444 0.0083
H1 -1.4234 -2.6068 0.6682
H2 1.1403 0.7722 -1.1529
H3 -1.2002 1.1993 0.3373

Löwdin population analysis, charges in e, atoms 1 to 8: number 1, N, carries 0.14; number 2, C, carries -0.21; number 3, N, carries -0.22; number 4, N, carries 0.07; number 5, O, carries 0.11; number 6, C, carries 0.03; number 7, C, carries -0.13; number 8, H, carries 0.08



DFT (wB97M-V/def2-TZVPD) results for a single C3H3N3O molecule at a distorted geometry.

Output
* gap between HOMO and LUMO: 9.6 eV
* relative energy (zero: lowest compared OMol25 entry of this formula, charge and spin): 611.2 kJ/mol
* lowest unoccupied orbital energy: -0.1 eV
* structure (SMILES): C1=NN=CON=C1

Atoms and positions in Å:
C1 -0.5706 1.0440 0.1926
N1 0.6096 1.4203 0.2198
N2 1.5772 0.4722 -0.5086
C2 1.5285 -0.6989 -0.0714
O1 0.4349 -1.2418 0.5959
N3 -0.7187 -1.2471 -0.1730
C3 -1.3381 -0.1426 -0.4167
H1 -1.2385 1.6589 1.0479
H2 2.2277 -1.3228 -0.2620
H3 -2.5120 0.0578 -0.6245

Löwdin population analysis, charges in e, atoms 1 to 8: number 1, C, carries -0.22; number 2, N, carries 0.07; number 3, N, carries 0.10; number 4, C, carries -0.20; number 5, O, carries -0.08; number 6, N, carries 0.03; number 7, C, carries -0.08; number 8, H, carries 0.16



DFT (wB97M-V/def2-TZVPD) results for a single C3H3N3O molecule.

Output
* gap between HOMO and LUMO: 9.5 eV
* relative energy (zero: lowest compared OMol25 entry of this formula, charge and spin): 226.2 kJ/mol
* lowest unoccupied orbital energy: 0.3 eV
* structure (SMILES): [H]/N=N/C=C\N=C=O

Atoms and positions in Å:
H1 -1.8142 1.8169 0.8297
N1 -1.6644 0.8711 0.4430
N2 -0.6967 0.4017 1.0605
C1 -0.3437 -0.9241 0.6567
C2 0.6072 -1.1742 -0.2405
N3 1.2928 -0.2046 -0.9680
C3 1.2366 0.9922 -1.1355
O1 1.2897 2.1324 -1.3994
H2 -0.8270 -1.7231 1.2096
H3 0.9198 -2.1883 -0.4562

Löwdin population analysis, charges in e, atoms 1 to 8: number 1, H, carries 0.07; number 2, N, carries 0.09; number 3, N, carries -0.06; number 4, C, carries -0.15; number 5, C, carries -0.14; number 6, N, carries 0.13; number 7, C, carries -0.31; number 8, O, carries 0.16



DFT (wB97M-V/def2-TZVPD) results for a molecular structure, C3H3N3O.

Output
* gap between HOMO and LUMO: 10.3 eV
* relative energy (zero: lowest compared OMol25 entry of this formula, charge and spin): 434.8 kJ/mol
* lowest unoccupied orbital energy: 0.6 eV

Atoms and positions in Å:
N1 2.3255 -0.5582 0.7133
C1 1.2328 -0.6625 0.1841
N2 -1.1449 2.0957 -0.0616
N3 -1.2281 1.3148 -1.0284
O1 -0.8412 1.1511 0.9357
C2 -1.0495 0.1740 -0.1093
C3 0.0088 -0.8502 -0.2711
H1 3.0731 -0.1254 0.1742
H2 -2.0412 -0.2746 -0.0207
H3 -0.2273 -1.7848 -0.7713

Löwdin population analysis, charges in e, atoms 1 to 8: number 1, N, carries 0.18; number 2, C, carries -0.16; number 3, N, carries 0.05; number 4, N, carries 0.07; number 5, O, carries -0.07; number 6, C, carries -0.37; number 7, C, carries -0.05; number 8, H, carries 0.09



DFT (wB97M-V/def2-TZVPD) results for a molecular structure, C3H3N3O.

Output
* gap between HOMO and LUMO: 8.4 eV
* relative energy (zero: lowest compared OMol25 entry of this formula, charge and spin): 228.2 kJ/mol
* lowest unoccupied orbital energy: -0.8 eV

Atoms and positions in Å:
O1 1.1267 1.6773 1.3956
C1 1.0016 1.0181 0.4283
N1 -1.4515 -0.2986 1.4185
N2 -0.5917 -0.1180 0.5471
C2 -0.5079 -0.7808 -0.6527
C3 0.5922 -0.3153 -1.3096
N3 1.3932 0.6350 -0.7302
H1 -1.2244 0.3658 2.1756
H2 -1.2248 -1.5251 -0.9758
H3 0.8867 -0.6584 -2.2968

Löwdin population analysis, charges in e, atoms 1 to 8: number 1, O, carries 0.15; number 2, C, carries -0.36; number 3, N, carries 0.15; number 4, N, carries -0.12; number 5, C, carries -0.12; number 6, C, carries -0.10; number 7, N, carries 0.10; number 8, H, carries 0.08



DFT (wB97M-V/def2-TZVPD) results for 2 unconnected molecules or ions with the total composition C3H3N3O at a distorted geometry.

Output
* gap between HOMO and LUMO: 10.3 eV
* relative energy (zero: lowest compared OMol25 entry of this formula, charge and spin): 93.2 kJ/mol
* lowest unoccupied orbital energy: 0.6 eV
* structure (SMILES): N=C=CC=O.N#N

Atoms and positions in Å:
N1 2.3990 -0.3736 0.7076
C1 1.2560 -0.5063 0.3141
C2 0.0201 -0.6953 -0.1160
C3 -1.1499 -0.2369 0.6563
O1 -1.2074 -0.1647 1.8638
H1 2.8864 0.4858 0.4612
H2 -0.1159 -1.1270 -1.1022
H3 -2.0051 0.0867 0.0282
N2 -0.6075 1.2344 -2.4268
N3 -1.4758 1.7352 -1.9684

Löwdin population analysis, charges in e, atoms 1 to 8: number 1, N, carries 0.18; number 2, C, carries -0.15; number 3, C, carries -0.11; number 4, C, carries -0.31; number 5, O, carries 0.04; number 6, H, carries 0.09; number 7, H, carries 0.09; number 8, H, carries 0.09



DFT (wB97M-V/def2-TZVPD) results for a single C3H3N3O molecule at a distorted geometry.

Output
* gap between HOMO and LUMO: 9.1 eV
* relative energy (zero: lowest compared OMol25 entry of this formula, charge and spin): 281.2 kJ/mol
* lowest unoccupied orbital energy: -0.3 eV
* structure (SMILES): Oc1cnncn1

Atoms and positions in Å:
O1 -0.5751 -0.1034 -2.2756
C1 -0.4550 -0.0516 -0.8733
C2 -0.4960 -1.0975 0.1149
N1 0.1842 -1.0841 1.3384
N2 0.6209 0.0330 1.6970
C3 0.5895 1.1304 0.9568
N3 0.1956 1.0665 -0.4031
H1 -0.1318 0.8315 -2.6904
H2 -1.1321 -2.0415 -0.0356
H3 1.0291 2.0416 1.3146

Löwdin population analysis, charges in e, atoms 1 to 8: number 1, O, carries -0.03; number 2, C, carries -0.32; number 3, C, carries -0.04; number 4, N, carries 0.02; number 5, N, carries -0.05; number 6, C, carries -0.13; number 7, N, carries 0.11; number 8, H, carries 0.22



DFT (wB97M-V/def2-TZVPD) results for a single C3H3N3O molecule at a distorted geometry.

Output
* gap between HOMO and LUMO: 8.8 eV
* relative energy (zero: lowest compared OMol25 entry of this formula, charge and spin): 396.3 kJ/mol
* lowest unoccupied orbital energy: -0.6 eV
* structure (SMILES): [H]/N=N/C=C\N=C=O

Atoms and positions in Å:
H1 1.7801 1.3905 0.3692
N1 0.9122 1.0712 -0.0758
N2 -0.0487 1.0702 0.7183
C1 -1.1883 0.5878 -0.0248
C2 -1.2064 -0.7465 -0.0346
N3 -0.0068 -1.3034 0.4228
C3 1.0947 -0.9071 -0.0175
O1 2.2260 -1.0428 -0.2878
H2 -1.6074 1.3221 -0.7051
H3 -1.9780 -1.4429 -0.3625

Löwdin population analysis, charges in e, atoms 1 to 8: number 1, H, carries 0.10; number 2, N, carries 0.06; number 3, N, carries 0.01; number 4, C, carries -0.13; number 5, C, carries -0.13; number 6, N, carries 0.11; number 7, C, carries -0.40; number 8, O, carries 0.17



DFT (wB97M-V/def2-TZVPD) results for 2 unconnected molecules or ions with the total composition C3H3N3O at a distorted geometry.

Output
* gap between HOMO and LUMO: 10.8 eV
* relative energy (zero: lowest compared OMol25 entry of this formula, charge and spin): 222.5 kJ/mol
* lowest unoccupied orbital energy: 0.8 eV

Atoms and positions in Å:
C1 -1.1988 1.0998 -0.0267
C2 -1.3962 -0.2831 -0.0448
C3 2.6001 -0.8337 0.1382
N1 0.1244 1.3384 0.0569
N2 0.7235 0.1777 0.1241
N3 -0.1486 -0.7902 0.1316
O1 3.2977 -0.0260 -0.2185
H1 -1.8491 1.8779 -0.0872
H2 -2.2690 -0.7953 -0.0702
H3 0.1161 -1.7655 -0.0034

Löwdin population analysis, charges in e, atoms 1 to 8: number 1, C, carries -0.12; number 2, C, carries -0.05; number 3, C, carries -0.08; number 4, N, carries 0.05; number 5, N, carries -0.12; number 6, N, carries 0.01; number 7, O, carries 0.02; number 8, H, carries 0.06



DFT (wB97M-V/def2-TZVPD) results for a molecular structure, C3H3N3O at a distorted geometry.

Output
* gap between HOMO and LUMO: 8.2 eV
* relative energy (zero: lowest compared OMol25 entry of this formula, charge and spin): 304.9 kJ/mol
* lowest unoccupied orbital energy: -0.9 eV

Atoms and positions in Å:
C1 1.2761 0.3910 -0.0475
C2 -0.1541 -1.4638 0.2068
C3 0.2636 1.3535 -0.0323
N1 1.0497 -0.9127 0.0357
N2 -1.3113 -0.8831 0.1394
N3 -1.3513 0.3654 0.0932
O1 0.0788 2.5188 -0.0065
H1 2.3275 0.4981 -0.3367
H2 -0.0132 -2.5900 0.3000
H3 -2.1657 0.7228 -0.3521

Löwdin population analysis, charges in e, atoms 1 to 8: number 1, C, carries -0.10; number 2, C, carries -0.26; number 3, C, carries -0.24; number 4, N, carries 0.06; number 5, N, carries -0.01; number 6, N, carries 0.09; number 7, O, carries 0.12; number 8, H, carries 0.12